Entry 1:
{"formula": "C20H23FN2O4S", "method": "ωB97M-V/def2-TZVPD", "species": ["O", "C", "C", "N", "H", "H", "H", "C", "H", "H", "C", "F", "H", "C", "H", "H", "H", "H", "O", "H", "C", "C", "C", "C", "N", "C", "C", "H", "C", "H", "H", "H", "H", "S", "C", "O", "H", "H", "C", "C", "C", "C", "H", "H", "H", "O", "C", "H", "C", "H", "C"], "positions_angstrom": [[-3.391, 2.929, -1.420], [5.959, 0.711, 0.262], [1.760, 1.659, -0.361], [3.610, 0.105, -0.073], [3.846, 2.156, -0.311], [-7.374, 0.023, -1.109], [-4.447, -2.605, 0.576], [-6.033, -1.399, -0.253], [-6.087, -4.108, -0.209], [-0.468, 2.735, 1.924], [-5.381, 0.808, -0.965], [4.524, -2.255, -1.255], [7.031, -2.577, -1.407], [7.303, 0.432, 0.098], [3.174, 1.677, 1.275], [-7.769, -4.071, 0.375], [1.308, -0.844, -1.114], [-2.732, 1.549, 1.621], [-1.658, 1.193, -1.397], [-6.455, -3.491, 1.428], [1.306, -0.666, -0.034], [-0.825, 2.333, 0.971], [-2.339, 2.296, 0.936], [-6.354, -0.155, -0.808], [0.864, 0.692, 0.219], [5.420, -1.354, -0.774], [2.711, -0.863, 0.526], [2.685, -0.726, 1.620], [6.756, -1.650, -0.929], [1.444, 2.676, -0.143], [0.601, -1.346, 0.445], [3.044, -1.876, 0.314], [5.676, 1.631, 0.748], [-2.815, 1.781, -0.766], [-0.321, 0.898, 0.819], [-7.061, -2.275, -0.143], [-2.730, -0.865, 0.293], [8.761, -0.970, -0.615], [-4.721, -1.657, 0.144], [-4.083, 0.534, -0.568], [-3.748, -0.685, -0.017], [3.178, 1.457, 0.194], [8.035, 1.145, 0.446], [1.775, 1.518, -1.449], [-0.482, 2.965, 0.155], [-0.969, -0.026, 1.285], [-6.811, -3.553, 0.395], [-5.600, 1.772, -1.396], [7.713, -0.749, -0.492], [-2.795, 3.266, 1.105], [4.965, -0.175, -0.166]], "lowdin_charge": [-0.32, -0.02, -0.11, -0.10, 0.12, 0.12, 0.11, -0.27, 0.10, 0.14, -0.05, 0.05, 0.12, -0.09, 0.13, 0.09, 0.14, 0.10, -0.29, 0.10, -0.10, -0.13, -0.19, 0.01, -0.05, -0.20, -0.12, 0.14, -0.02, 0.12, 0.13, 0.12, 0.10, 0.72, -0.48, -0.08, 0.10, 0.10, 0.00, -0.29, -0.04, -0.15, 0.10, 0.14, 0.10, 0.02, -0.08, 0.11, -0.10, 0.10, -0.17], "e_homo_ev": -8.14, "mol_weight_g_mol": 406.48, "lumo_energy_ha": 0.02455, "fmax_ev_per_a": 0.74, "multiplicity": 1, "smiles": "COc1ccc(S(=O)(=O)CCC(=O)N2CCN(c3ccccc3F)CC2)cc1", "relative_energy_kcal_mol": 14.8}


Entry 2:
{"formula": "C20H23FN4O2", "method": "ωB97M-V/def2-TZVPD", "species": ["C", "H", "F", "C", "C", "H", "H", "H", "C", "H", "H", "N", "C", "H", "C", "C", "H", "C", "H", "H", "O", "N", "C", "H", "H", "C", "C", "H", "C", "C", "H", "H", "H", "O", "H", "H", "H", "N", "H", "N", "H", "C", "C", "H", "C", "C", "C", "H", "C", "C"], "positions_angstrom": [[-0.675, -0.137, 2.041], [-2.826, -0.124, -1.444], [-5.490, -2.425, -0.273], [-5.809, -1.115, -0.419], [4.103, 2.280, -0.568], [0.975, 1.164, 2.537], [-7.893, -1.516, -0.228], [7.666, -2.792, 1.106], [-7.480, 0.577, -0.536], [1.889, -0.600, 1.085], [-0.232, -1.010, 2.534], [1.923, 2.472, -0.067], [0.542, -0.267, -0.577], [-4.386, 1.880, -0.908], [-3.351, -0.608, -0.616], [-7.143, -0.756, -0.382], [2.911, 4.152, -0.771], [7.033, -2.394, -0.987], [5.278, -2.457, 0.386], [-0.082, -2.099, 0.382], [6.346, 0.456, -0.728], [4.288, -0.158, 0.024], [-4.792, -0.191, -0.616], [3.739, -0.924, 0.384], [0.088, 0.596, -1.067], [5.606, -0.392, -0.286], [6.029, -1.798, -0.031], [8.070, -1.130, 0.491], [0.413, 0.862, 1.653], [-6.487, 1.522, -0.728], [-1.125, -1.588, -0.951], [-0.036, 1.754, 1.215], [1.194, -0.767, -1.296], [-3.276, 0.443, 1.549], [5.097, 2.512, -0.884], [7.350, -1.763, -1.803], [-6.748, 2.563, -0.845], [-1.398, -0.580, 0.866], [-8.517, 0.874, -0.504], [2.325, 1.218, 0.183], [-3.280, -1.691, -0.725], [1.357, 0.241, 0.620], [7.464, -2.016, 0.384], [6.929, -3.438, -1.239], [-0.549, -1.230, -0.101], [3.640, 1.059, -0.122], [2.982, 3.116, -0.509], [-1.396, 0.327, 2.716], [-5.158, 1.140, -0.767], [-2.686, -0.187, 0.697]], "lowdin_charge": [-0.13, 0.13, 0.06, -0.22, 0.00, 0.13, 0.12, 0.10, -0.08, 0.14, 0.13, 0.07, -0.10, 0.12, -0.04, -0.01, 0.10, -0.10, 0.13, 0.13, 0.09, 0.16, -0.17, 0.13, 0.13, -0.44, -0.20, 0.11, -0.11, -0.08, 0.11, 0.12, 0.12, 0.08, 0.09, 0.11, 0.10, -0.06, 0.10, -0.08, 0.12, -0.27, -0.10, 0.10, -0.15, -0.23, -0.14, 0.12, -0.03, -0.43], "e_homo_ev": -8.55, "mol_weight_g_mol": 370.43, "lumo_energy_ha": 0.00880, "fmax_ev_per_a": 0.79, "multiplicity": 1, "smiles": "O=C(Nc1ccnn1C1CCN(C(=O)Cc2ccccc2F)CC1)C1CC1", "relative_energy_kcal_mol": 27.2}


Entry 3:
{"formula": "C20H23MnN4O4S2", "method": "ωB97M-V/def2-TZVPD", "species": ["H", "H", "C", "C", "H", "H", "S", "C", "H", "H", "O", "H", "N", "C", "S", "H", "C", "C", "N", "C", "H", "H", "O", "H", "H", "C", "H", "C", "O", "C", "H", "H", "N", "H", "C", "N", "H", "Mn", "C", "O", "C", "C", "H", "H", "H", "C", "C", "C", "C", "H", "H", "H", "C", "C"], "positions_angstrom": [[-1.288, 6.088, 2.723], [1.424, -0.282, 1.392], [2.506, 0.391, -0.936], [-0.292, -5.444, -0.278], [-1.126, 1.174, 2.326], [2.259, 3.075, -0.580], [-3.262, 2.634, -0.728], [-2.250, 4.339, 1.959], [3.829, 1.600, 0.252], [0.542, 4.825, 3.794], [-3.571, -0.558, -2.168], [0.468, -5.517, 0.499], [0.290, -3.047, -0.312], [1.333, 1.140, -0.603], [-2.442, 0.514, -2.709], [1.834, 2.472, 1.027], [4.903, -0.830, -1.816], [-2.982, -4.209, -1.446], [-0.894, 1.577, -0.708], [1.512, 2.518, -0.015], [-3.024, -1.307, -1.737], [0.104, -5.900, -1.187], [0.740, -0.959, 1.473], [-3.312, -4.811, -0.601], [3.629, -2.118, -2.968], [-2.221, 2.952, 1.840], [1.206, -1.823, 1.341], [-3.296, 2.248, 1.089], [1.349, -1.254, -2.236], [-0.185, 2.923, 3.122], [-3.793, -3.565, -1.776], [-3.212, 1.167, 1.177], [0.092, 0.716, -0.926], [-1.181, -5.989, 0.028], [3.771, 0.803, -0.472], [-1.741, -2.101, -1.135], [5.820, -1.292, -2.156], [-0.011, -1.338, -0.928], [3.683, -1.293, -2.272], [1.436, -3.200, 0.264], [-0.226, 4.303, 3.241], [4.940, 0.204, -0.892], [-4.286, 2.581, 1.404], [0.565, 3.051, -0.053], [0.622, 2.369, 3.579], [2.471, -0.744, -1.830], [-1.172, 2.249, 2.422], [-1.784, -3.383, -1.058], [-2.046, 1.495, -1.289], [-3.061, 4.886, 1.499], [-2.710, -4.886, -2.257], [5.886, 0.549, -0.498], [-1.258, 5.009, 2.647], [-0.585, -3.998, -0.527]], "lowdin_charge": [0.09, 0.04, -0.15, -0.02, 0.11, 0.08, 0.85, -0.06, 0.09, 0.09, -0.55, 0.07, -0.24, -0.30, 0.82, 0.07, -0.13, -0.02, -0.08, -0.04, -0.05, 0.09, -0.08, 0.08, 0.10, -0.31, 0.02, -0.40, -0.16, -0.10, 0.07, 0.08, -0.10, 0.07, -0.07, -0.01, 0.09, 0.97, -0.03, -0.13, -0.11, -0.13, 0.07, 0.06, 0.10, -0.37, -0.05, -0.38, -0.96, 0.11, 0.08, 0.08, -0.10, -0.25], "e_homo_ev": [-2.12, -4.56], "mol_weight_g_mol": 502.50, "charge": -1, "lumo_energy_ha": [0.09525, 0.08767], "fmax_ev_per_a": 3.19, "multiplicity": 6, "relative_energy_kcal_mol": 64.8}


Entry 4:
{"formula": "C20H23MnN5S8", "method": "ωB97M-V/def2-TZVPD", "species": ["C", "H", "C", "H", "S", "H", "S", "H", "H", "N", "H", "C", "C", "H", "C", "H", "S", "C", "H", "H", "H", "C", "S", "C", "H", "C", "C", "H", "H", "C", "C", "S", "H", "S", "N", "C", "Mn", "H", "H", "H", "H", "C", "C", "C", "S", "C", "N", "N", "H", "N", "H", "H", "C", "S", "C", "H", "C"], "positions_angstrom": [[0.282, -1.387, 4.865], [-1.252, -0.984, -2.635], [-3.681, 3.135, 1.644], [0.288, 0.484, 2.956], [-5.152, 4.740, 0.145], [5.657, -0.607, -1.470], [-6.127, 6.458, 2.383], [4.004, 0.775, -2.647], [-2.972, -2.741, 2.172], [1.581, -0.542, -3.672], [-2.489, -0.024, -1.808], [-1.095, -1.923, 4.534], [0.438, 2.500, -0.893], [2.032, 0.699, 2.744], [3.472, -3.106, -2.139], [5.352, -3.009, -1.153], [-0.489, -0.790, 0.410], [1.077, 0.748, -3.979], [0.234, -0.353, 5.211], [1.812, -1.052, 0.799], [2.075, 2.788, -2.363], [4.582, -2.453, -1.664], [1.489, -1.516, 3.538], [-5.209, 5.222, 1.825], [-1.687, -1.992, 5.448], [-0.579, 0.991, -2.115], [2.523, -2.318, -2.798], [-2.719, -1.268, 1.176], [0.614, 3.137, -0.048], [-1.025, -2.336, 1.189], [-4.101, 3.395, 0.341], [-2.659, 1.766, 2.007], [-1.265, -3.046, 0.396], [-2.017, -0.872, 3.363], [0.792, -1.624, -3.863], [1.099, -0.280, 1.104], [-2.146, 1.066, 0.036], [-2.105, 0.335, -3.478], [3.331, -4.166, -2.024], [-0.238, -2.758, 1.819], [0.697, -1.958, 5.699], [-1.636, 0.030, -2.540], [-2.279, -1.936, 1.934], [1.165, 2.331, -2.030], [-3.581, 2.410, -0.972], [3.834, -0.280, -2.498], [-0.632, 1.639, -0.948], [1.329, -2.646, -3.376], [1.868, 1.408, -4.343], [0.516, 1.393, -2.791], [-1.037, -2.924, 4.109], [1.348, 0.603, 0.508], [4.754, -1.065, -1.845], [-4.266, 4.181, 2.860], [2.703, -0.938, -2.974], [0.293, 0.652, -4.736], [1.200, 0.008, 2.587]], "lowdin_charge": [-0.54, 0.08, -0.98, 0.04, 1.04, 0.11, 0.83, 0.11, 0.10, -0.05, 0.05, -0.49, -0.07, 0.09, 0.01, 0.11, 0.94, -0.04, 0.09, 0.09, 0.14, -0.06, 0.91, -1.39, 0.08, -0.36, -0.22, 0.02, 0.13, -0.44, -1.01, 0.73, 0.10, 0.82, 0.04, -0.47, 0.08, 0.11, 0.12, 0.06, 0.09, -0.01, -0.55, -0.01, 0.85, -0.02, -0.12, 0.09, 0.15, 0.02, 0.09, 0.06, -0.06, 1.05, -0.16, 0.15, -0.52], "e_homo_ev": [-13.43, -13.44], "mol_weight_g_mol": 644.91, "charge": 2, "lumo_energy_ha": [-0.34766, -0.34964], "fmax_ev_per_a": 3.04, "multiplicity": 2, "relative_energy_kcal_mol": 46.0}